No. 1
This record from OMol25 describes a cluster of 12 separate species, C72H133F5N6O24 in total. The level of theory is ωB97M-V/def2-TZVPD.

Last column: Löwdin charge in e.
Cartesian coordinates (Å):
C -3.94 3.08 1.86  -0.02
C -5.31 2.40 2.00  -0.48
C -5.13 1.21 2.97  -0.02
C -6.32 3.34 2.68  -0.14
C -7.78 2.90 2.58  -0.18
C -8.20 2.42 1.21  -0.14
C -7.18 1.47 0.51  -0.47
C -7.47 -0.01 0.91  -0.03
C -7.48 1.60 -1.03  -0.04
N -5.81 1.86 0.74  -0.13
O -4.86 1.20 -0.04  0.00
H -3.19 2.67 1.19  0.06
H -4.07 4.08 1.44  0.08
H -3.39 3.24 2.79  0.07
H -4.81 1.63 3.92  0.08
H -6.05 0.64 3.07  0.07
H -4.39 0.48 2.62  0.07
H -6.11 3.48 3.74  0.12
H -6.22 4.37 2.32  0.12
H -8.02 2.24 3.41  0.11
H -8.40 3.79 2.68  0.11
H -8.47 3.21 0.50  0.11
H -9.16 1.91 1.34  0.12
H -8.00 -0.62 0.18  0.08
H -7.99 -0.10 1.86  0.08
H -6.56 -0.59 1.12  0.04
H -7.25 2.63 -1.32  0.08
H -8.53 1.44 -1.28  0.08
H -6.88 0.90 -1.60  0.07
H -4.82 1.75 -0.83  0.10
C 1.79 4.04 -6.31  0.00
C 2.97 3.32 -7.05  -0.48
C 2.80 3.50 -8.57  -0.05
C 4.34 3.93 -6.72  -0.14
C 4.91 3.46 -5.39  -0.17
C 5.07 1.93 -5.49  -0.15
C 3.81 1.17 -5.80  -0.50
C 4.17 -0.21 -6.33  -0.03
C 2.96 1.12 -4.51  -0.03
N 3.00 1.87 -6.82  -0.13
O 1.78 1.23 -7.18  -0.01
H 2.11 4.65 -5.46  0.07
H 1.22 4.66 -7.01  0.08
H 1.14 3.27 -5.90  0.06
H 2.96 4.53 -8.88  0.09
H 3.44 2.77 -9.08  0.09
H 1.81 3.27 -8.96  0.08
H 5.07 3.81 -7.52  0.12
H 4.20 5.01 -6.57  0.12
H 5.87 3.87 -5.07  0.11
H 4.29 3.65 -4.51  0.11
H 5.47 1.67 -4.50  0.11
H 5.91 1.70 -6.15  0.12
H 4.74 -0.82 -5.62  0.07
H 4.79 -0.13 -7.23  0.09
H 3.33 -0.82 -6.68  0.08
H 2.05 0.55 -4.72  0.08
H 2.60 2.10 -4.22  0.08
H 3.52 0.57 -3.74  0.06
H 2.08 0.78 -7.98  0.10
C -3.12 -4.17 -0.44  -0.03
C -3.81 -3.52 0.78  -0.48
C -3.01 -2.22 1.07  -0.04
C -5.24 -3.07 0.39  -0.13
C -6.36 -4.06 0.63  -0.18
C -6.25 -4.79 1.96  -0.14
C -4.82 -5.32 2.29  -0.49
C -4.92 -5.61 3.83  -0.03
C -4.57 -6.67 1.63  -0.05
N -3.84 -4.30 1.98  -0.09
O -2.54 -4.58 2.46  -0.01
H -2.11 -4.58 -0.24  0.09
H -3.70 -4.97 -0.90  0.08
H -2.70 -3.50 -1.19  0.05
H -2.89 -1.69 0.13  0.08
H -3.51 -1.64 1.86  0.07
H -2.02 -2.25 1.53  0.06
H -5.53 -2.11 0.84  0.08
H -5.25 -2.85 -0.68  0.13
H -7.27 -3.46 0.70  0.11
H -6.44 -4.80 -0.16  0.11
H -7.04 -5.54 2.01  0.12
H -6.54 -4.11 2.76  0.11
H -3.94 -5.97 4.15  0.08
H -5.74 -6.27 4.07  0.09
H -4.94 -4.63 4.31  0.06
H -4.69 -6.78 0.55  0.07
H -5.21 -7.46 2.05  0.08
H -3.59 -7.14 1.75  0.08
H -2.35 -3.84 3.05  0.05
C 0.11 -0.53 -0.17  0.00
C 0.34 0.42 1.05  -0.47
C -1.00 0.82 1.73  -0.01
C 1.27 -0.20 2.11  -0.11
C 2.73 -0.19 1.60  -0.15
C 3.22 1.26 1.17  -0.10
C 2.29 1.94 0.16  -0.46
C 2.57 3.42 0.33  -0.01
C 2.53 1.31 -1.22  0.00
N 0.86 1.68 0.59  -0.13
O -0.05 2.48 -0.11  -0.02
H -0.29 -0.01 -1.03  0.07
H 1.09 -0.96 -0.38  0.07
H -0.52 -1.34 0.20  0.07
H -1.32 0.09 2.47  0.05
H -0.88 1.74 2.30  0.07
H -1.84 0.95 1.04  0.07
H 1.19 0.13 3.14  0.11
H 0.96 -1.25 2.15  0.11
H 3.34 -0.67 2.37  0.11
H 2.85 -0.87 0.76  0.07
H 4.23 1.15 0.79  0.11
H 3.27 1.75 2.15  0.12
H 3.62 3.53 0.05  0.08
H 2.27 3.79 1.31  0.07
H 2.05 4.10 -0.36  0.06
H 3.06 1.99 -1.88  0.08
H 1.55 1.10 -1.66  0.07
H 3.08 0.37 -1.19  0.06
H 0.01 2.19 -1.04  0.07
C -3.30 -2.65 5.44  -0.01
C -1.98 -1.84 5.61  -0.45
C -2.04 -0.57 4.78  -0.05
C -1.91 -1.33 7.11  -0.13
C -1.43 -2.22 8.27  -0.18
C -0.25 -3.04 7.82  -0.16
C -0.34 -3.64 6.40  -0.50
C 1.10 -4.13 6.11  -0.04
C -1.29 -4.87 6.43  -0.02
N -0.75 -2.64 5.42  -0.11
O -0.52 -3.06 4.10  -0.01
H -4.02 -2.05 4.89  0.08
H -3.12 -3.57 4.90  0.05
H -3.71 -2.79 6.44  0.08
H -1.09 -0.04 4.74  0.08
H -2.37 -0.86 3.78  0.05
H -2.71 0.21 5.15  0.09
H -1.38 -0.39 7.26  0.11
H -2.96 -1.11 7.34  0.11
H -1.10 -1.57 9.08  0.11
H -2.25 -2.84 8.64  0.11
H -0.07 -3.85 8.53  0.12
H 0.68 -2.47 7.87  0.12
H 1.71 -3.25 5.86  0.08
H 1.11 -4.72 5.20  0.08
H 1.53 -4.65 6.96  0.09
H -0.84 -5.69 6.98  0.08
H -1.38 -5.22 5.40  0.08
H -2.29 -4.68 6.80  0.07
H 0.34 -2.68 3.91  0.09
C 5.60 -6.87 -1.55  0.00
C 5.12 -5.64 -2.40  -0.50
C 5.83 -5.66 -3.79  -0.02
C 3.63 -5.75 -2.51  -0.14
C 2.83 -4.50 -2.97  -0.18
C 3.29 -3.29 -2.15  -0.13
C 4.82 -3.08 -1.95  -0.48
C 5.54 -2.46 -3.13  -0.03
C 4.99 -2.21 -0.72  -0.04
N 5.38 -4.42 -1.64  -0.10
O 6.76 -4.30 -1.27  -0.03
H 5.95 -7.57 -2.31  0.07
H 6.47 -6.65 -0.93  0.07
H 4.78 -7.22 -0.92  0.07
H 5.72 -6.64 -4.27  0.08
H 5.23 -5.03 -4.45  0.06
H 6.89 -5.47 -3.74  0.09
H 3.37 -6.43 -3.33  0.13
H 3.13 -6.15 -1.63  0.12
H 3.03 -4.17 -4.00  0.11
H 1.76 -4.68 -2.91  0.10
H 2.85 -3.48 -1.17  0.12
H 2.82 -2.46 -2.68  0.11
H 5.22 -1.41 -3.20  0.07
H 5.34 -2.96 -4.08  0.07
H 6.63 -2.50 -3.08  0.08
H 4.57 -2.63 0.19  0.10
H 4.52 -1.23 -0.89  0.07
H 5.98 -1.85 -0.42  0.06
H 6.70 -3.68 -0.53  0.08
O 6.19 2.96 -0.10  0.19
C 7.03 2.15 -0.29  -0.55
O 8.26 2.17 0.25  0.08
C 9.05 1.13 -0.33  -0.04
C 7.92 0.11 -0.59  -0.30
F 7.46 -0.52 0.53  0.05
O 6.92 1.00 -0.98  0.12
H 9.55 1.23 -1.29  0.14
H 9.80 0.88 0.41  0.14
H 8.18 -0.72 -1.25  0.17
O -1.58 1.84 -3.02  0.14
C -1.97 2.14 -4.12  -0.57
O -3.06 2.89 -4.33  0.07
C -3.24 3.07 -5.76  0.00
C -2.23 2.06 -6.33  -0.32
F -1.57 2.53 -7.40  0.10
O -1.38 1.74 -5.25  0.14
H -4.26 2.82 -6.02  0.14
H -2.85 4.07 -5.93  0.15
H -2.79 1.17 -6.62  0.16
O 1.92 7.57 -2.94  0.16
C 1.14 6.89 -2.32  -0.58
O 0.31 5.95 -2.74  0.09
C -0.36 5.35 -1.63  -0.02
C -0.28 6.55 -0.61  -0.26
F -0.05 6.12 0.68  0.03
O 0.87 7.19 -1.06  0.14
H -1.38 5.01 -1.74  0.14
H 0.24 4.52 -1.25  0.10
H -1.19 7.14 -0.48  0.17
O 0.33 5.02 7.34  0.20
C 0.27 4.50 6.29  -0.55
O 1.06 3.47 5.94  0.11
C 0.88 3.23 4.54  -0.05
C -0.46 3.93 4.24  -0.33
F -1.47 3.01 4.14  0.05
O -0.64 4.81 5.30  0.13
H 1.60 3.60 3.82  0.11
H 0.86 2.17 4.32  0.12
H -0.38 4.43 3.28  0.16
O -2.37 -1.56 -6.78  0.19
C -1.95 -1.79 -5.71  -0.51
O -2.15 -1.00 -4.62  0.07
C -1.31 -1.44 -3.57  -0.07
C -0.91 -2.84 -4.01  -0.31
F -1.68 -3.76 -3.36  0.07
O -1.19 -2.87 -5.36  0.15
H -0.45 -0.77 -3.46  0.13
H -1.85 -1.42 -2.63  0.14
H 0.15 -2.95 -3.74  0.16
O 4.96 7.38 4.71  0.17
C 3.94 7.24 4.12  -0.56
O 3.19 8.28 3.61  0.08
C 2.12 7.67 2.92  -0.14
C 2.01 6.24 3.38  -0.11
O 3.32 6.06 3.95  0.07
H 1.23 8.17 3.32  0.14
H 2.11 7.75 1.84  0.13
H 1.73 5.57 2.56  0.10
H 1.25 6.06 4.14  0.11

Its SMILES is CC1(C)CCCC(C)(C)N1O.CC1(C)CCCC(C)(C)N1O.CC1(C)CCCC(C)(C)N1O.CC1(C)CCCC(C)(C)N1O.CC1(C)CCCC(C)(C)N1O.CC1(C)CCCC(C)(C)N1O.O=C1OC[C@@H](F)O1.O=C1OC[C@@H](F)O1.O=C1OC[C@@H](F)O1.O=C1OC[C@@H](F)O1.O=C1OC[C@@H](F)O1.O=C1OCCO1. The LUMO energy comes out at 0.005 Ha.

***

No. 2
This record from OMol25 describes a cluster of 12 separate species, C72H143N7O24S5 in total. The level of theory is ωB97M-V/def2-TZVPD.

Last column: Löwdin charge in e.
Cartesian coordinates (Å):
C -1.05 -0.62 2.42  -0.07
C -0.21 0.48 1.90  -0.17
N 0.56 -0.01 0.74  -0.01
C 1.97 -0.14 0.71  0.01
C 2.30 -0.37 -0.58  -0.01
N 1.17 -0.31 -1.36  -0.04
C 0.14 -0.09 -0.54  -0.03
C 1.07 -0.50 -2.76  0.01
H -0.50 -1.55 2.59  0.07
H -1.81 -0.86 1.66  0.06
H -1.64 -0.36 3.33  0.09
H 0.49 0.79 2.70  0.12
H -0.83 1.33 1.57  0.12
H 2.53 0.03 1.58  0.09
H 3.31 -0.54 -1.04  0.10
H -0.90 -0.04 -0.89  0.15
H 0.06 -0.57 -3.02  0.05
H 1.73 -1.30 -3.03  0.10
H 1.55 0.31 -3.29  0.06
C 6.54 0.86 -3.05  -0.04
C 5.55 0.06 -2.65  -0.27
C 5.07 -1.21 -3.74  -0.35
O 4.14 -1.95 -3.36  -0.05
C 5.80 -1.25 -4.92  -0.06
C 6.80 -0.33 -5.29  -0.40
C 7.27 0.78 -4.31  -0.41
O 8.24 1.41 -4.57  0.09
O 7.26 -0.33 -6.45  -0.02
O 4.77 0.21 -1.52  -0.27
H 6.88 1.87 -2.55  0.14
H 5.62 -1.98 -5.71  0.11
C 1.35 2.96 -2.63  -0.02
C 0.06 3.76 -2.35  -0.41
C 0.01 4.90 -3.41  -0.15
C -0.44 4.41 -4.76  -0.16
C -1.93 3.96 -4.54  -0.11
C -2.09 2.76 -3.56  -0.44
N -1.19 2.90 -2.37  -0.12
O -1.53 2.25 -1.37  -0.04
C -3.51 2.67 -3.06  -0.05
C -1.69 1.48 -4.37  -0.02
C 0.14 4.35 -0.93  -0.04
H 1.19 2.33 -3.47  0.03
H 1.68 2.28 -1.79  0.10
H 2.24 3.59 -2.78  0.11
H -0.71 5.66 -3.07  0.12
H 0.96 5.40 -3.37  0.11
H 0.22 3.65 -5.16  0.07
H -0.40 5.26 -5.41  0.11
H -2.47 3.72 -5.48  0.13
H -2.39 4.88 -4.13  0.11
H -3.75 1.81 -2.46  0.05
H -3.83 3.50 -2.43  0.09
H -4.22 2.71 -3.91  0.10
H -0.65 1.45 -4.75  0.07
H -1.75 0.57 -3.76  0.05
H -2.37 1.29 -5.25  0.10
H 0.27 3.54 -0.19  0.07
H -0.82 4.84 -0.73  0.08
H 0.86 5.15 -0.85  0.09
C -4.42 -0.79 -4.56  0.00
C -4.14 -2.16 -3.81  -0.46
C -4.72 -3.33 -4.58  -0.10
C -3.96 -3.70 -5.94  -0.16
C -2.52 -4.02 -5.66  -0.14
C -1.75 -2.89 -4.88  -0.42
N -2.63 -2.34 -3.82  -0.08
O -1.98 -1.62 -2.94  -0.08
C -0.49 -3.44 -4.22  0.00
C -1.41 -1.66 -5.78  0.00
C -4.49 -2.08 -2.40  -0.05
H -4.13 -0.66 -5.59  0.07
H -4.03 0.03 -3.99  0.04
H -5.47 -0.58 -4.50  0.08
H -4.67 -4.24 -3.97  0.11
H -5.78 -3.19 -4.83  0.12
H -3.94 -2.78 -6.54  0.10
H -4.58 -4.45 -6.45  0.11
H -1.99 -4.21 -6.60  0.12
H -2.41 -4.92 -5.06  0.10
H 0.31 -3.62 -4.92  0.10
H -0.23 -2.78 -3.39  0.06
H -0.56 -4.45 -3.79  0.07
H -0.64 -1.12 -5.25  0.07
H -1.03 -1.85 -6.77  0.09
H -2.23 -1.01 -6.06  0.05
H -5.55 -2.01 -2.42  0.10
H -4.07 -1.31 -1.79  0.05
H -4.23 -3.03 -1.96  0.06
C -7.15 -1.89 0.96  -0.03
C -6.18 -0.88 1.65  -0.43
C -4.83 -0.65 0.83  -0.11
C -5.02 0.35 -0.26  -0.23
C -5.52 1.64 0.21  -0.15
C -6.88 1.48 0.96  -0.44
N -6.83 0.40 2.04  -0.14
O -7.92 0.24 2.67  -0.01
C -7.20 2.76 1.74  -0.05
C -8.00 1.24 -0.06  -0.05
C -5.83 -1.57 3.05  -0.04
H -7.60 -1.43 0.03  0.06
H -7.99 -2.25 1.62  0.09
H -6.65 -2.78 0.45  0.09
H -4.12 -0.27 1.57  0.11
H -4.51 -1.67 0.58  0.11
H -5.84 0.04 -0.94  0.11
H -4.11 0.51 -0.84  0.10
H -5.62 2.32 -0.64  0.13
H -4.86 2.08 0.93  0.12
H -8.25 2.82 2.02  0.08
H -6.75 2.80 2.75  0.09
H -6.82 3.71 1.36  0.08
H -8.04 2.09 -0.81  0.11
H -7.85 0.38 -0.75  0.06
H -9.01 1.06 0.33  0.09
H -6.71 -2.04 3.54  0.08
H -5.52 -0.76 3.73  0.08
H -4.92 -2.23 3.03  0.09
C -0.61 -4.92 1.38  -0.03
C -1.48 -4.96 0.16  -0.40
C -0.99 -5.62 -1.13  -0.10
C -2.18 -5.97 -2.05  -0.18
C -2.96 -7.10 -1.51  -0.13
C -3.60 -6.75 -0.12  -0.44
N -2.69 -5.78 0.74  -0.23
O -3.05 -5.47 1.76  0.01
C -4.95 -5.98 -0.27  -0.01
C -3.74 -7.89 0.76  -0.08
C -1.97 -3.50 -0.17  0.00
H -0.76 -4.04 2.00  0.07
H 0.45 -4.87 1.05  0.08
H -0.67 -5.81 2.01  0.09
H -0.19 -4.94 -1.37  0.10
H -0.46 -6.50 -0.84  0.11
H -1.94 -6.14 -3.11  0.10
H -2.79 -5.06 -2.06  0.09
H -2.44 -8.03 -1.36  0.11
H -3.81 -7.35 -2.15  0.11
H -5.52 -5.87 0.64  0.07
H -4.86 -5.04 -0.82  0.07
H -5.52 -6.68 -0.89  0.08
H -4.23 -8.77 0.38  0.08
H -2.74 -8.33 0.96  0.10
H -4.22 -7.66 1.74  0.10
H -1.12 -2.82 -0.22  0.09
H -2.61 -3.25 0.66  0.07
H -2.53 -3.48 -1.09  0.03
C -1.90 3.75 4.64  -0.04
C -1.21 4.84 3.95  -0.50
C -1.80 6.18 4.31  -0.15
C -0.82 7.31 4.06  -0.17
C 0.32 7.18 5.05  -0.14
C 1.15 5.94 4.79  -0.48
N 0.23 4.83 4.44  -0.12
O 0.75 3.63 4.33  -0.06
C 2.04 6.05 3.52  -0.02
C 1.98 5.46 5.98  -0.02
C -1.06 4.65 2.42  -0.02
H -1.46 3.50 5.61  0.09
H -2.00 2.80 4.02  0.10
H -2.94 4.02 4.87  0.09
H -2.65 6.31 3.68  0.11
H -2.16 6.16 5.37  0.14
H -1.27 8.30 4.07  0.12
H -0.46 7.17 3.03  0.10
H -0.05 7.09 6.09  0.13
H 0.94 8.05 5.09  0.11
H 2.59 5.10 3.35  0.07
H 1.54 6.29 2.56  0.08
H 2.78 6.84 3.70  0.09
H 2.37 6.32 6.51  0.08
H 1.32 4.89 6.67  0.11
H 2.79 4.79 5.62  0.07
H -2.09 4.73 2.01  0.10
H -0.68 3.65 2.21  0.07
H -0.50 5.44 1.87  0.08
O 6.99 1.68 2.97  -0.26
S 6.11 1.30 1.95  0.55
O 4.82 0.76 2.27  -0.31
O 5.92 2.64 1.11  -0.25
C 4.75 2.72 0.20  -0.20
C 3.48 3.25 0.87  -0.05
C 6.75 0.18 0.74  -0.11
H 4.62 1.75 -0.26  0.07
H 5.01 3.47 -0.54  0.12
H 3.71 4.10 1.51  0.07
H 2.90 2.46 1.35  0.06
H 2.83 3.50 0.03  0.05
H 6.00 0.12 -0.08  0.04
H 6.77 -0.84 1.10  0.07
H 7.74 0.41 0.38  0.07
O 3.83 0.15 7.03  -0.30
S 3.96 1.55 6.78  0.58
O 3.01 2.44 7.41  -0.29
O 5.49 1.89 7.09  -0.28
C 5.89 1.59 8.53  -0.18
C 7.38 1.88 8.54  -0.06
C 3.92 1.98 5.06  -0.10
H 5.48 0.63 8.80  0.10
H 5.26 2.34 9.04  0.12
H 8.00 1.15 8.01  0.08
H 7.73 1.89 9.58  0.08
H 7.55 2.84 8.09  0.08
H 4.43 1.24 4.46  0.04
H 4.50 2.94 4.98  0.10
H 2.90 2.10 4.68  0.06
O 2.10 2.97 -6.30  -0.29
S 2.58 1.66 -6.00  0.52
O 1.71 0.58 -5.68  -0.29
O 3.33 1.28 -7.31  -0.28
C 3.80 -0.17 -7.46  -0.14
C 4.97 -0.01 -8.48  -0.05
C 3.78 1.76 -4.74  -0.11
H 2.91 -0.70 -7.86  0.12
H 4.18 -0.52 -6.53  0.06
H 5.17 -0.91 -9.06  0.08
H 5.88 0.37 -8.00  0.06
H 4.58 0.77 -9.12  0.07
H 4.71 1.41 -5.23  0.07
H 3.68 1.20 -3.77  0.08
H 3.93 2.81 -4.53  0.07
O 4.04 -5.26 -1.46  -0.24
S 3.59 -4.43 -0.44  0.59
O 2.24 -3.91 -0.28  -0.30
O 3.84 -5.38 0.84  -0.24
C 3.47 -4.91 2.12  -0.31
C 2.64 -5.90 2.93  -0.04
C 4.71 -3.07 -0.18  -0.11
H 2.95 -3.97 2.09  0.06
H 4.42 -4.78 2.61  0.12
H 3.23 -6.76 3.20  0.07
H 1.78 -6.24 2.38  0.06
H 2.39 -5.38 3.87  0.07
H 5.74 -3.39 -0.17  0.07
H 4.48 -2.55 0.77  0.08
H 4.66 -2.40 -1.06  0.05
O 1.05 -3.16 4.32  -0.29
S 2.15 -2.20 4.26  0.55
O 2.89 -1.99 3.10  -0.26
O 1.69 -0.73 4.67  -0.29
C 0.79 -0.54 5.85  -0.18
C 0.19 0.89 5.69  -0.06
C 3.30 -2.53 5.60  -0.10
H 1.42 -0.55 6.78  0.11
H 0.04 -1.33 5.89  0.11
H -0.29 1.27 6.61  0.09
H -0.47 1.03 4.87  0.03
H 1.04 1.54 5.52  0.03
H 3.82 -1.62 5.85  0.03
H 3.97 -3.27 5.20  0.06
H 2.75 -2.84 6.51  0.09

The expectation value of S² is 8.770. The LUMO energy (alpha / beta) comes out at 0.056 / 0.054 Ha. The total charge is -1. As for the spin multiplicity: 6.